Record 1
Entry from the Open Molecules 2025 dataset: 9 unconnected molecules or ions with the total composition C27H72O27S9 at a distorted geometry (ωB97M-V/def2-TZVPD).

Positions of all 135 atoms, in Å:
C 6.654 0.761 4.101
C 7.147 0.898 5.572
O 7.951 2.083 5.646
S 8.618 2.377 7.149
C 9.655 3.835 6.647
O 7.609 2.847 8.098
O 9.562 1.300 7.439
H 6.004 1.608 3.882
H 6.331 -0.278 4.053
H 7.494 0.776 3.405
H 6.307 0.915 6.266
H 7.821 0.062 5.760
H 10.383 3.843 7.457
H 8.837 4.542 6.511
H 10.236 3.614 5.752
C 7.258 0.066 -6.668
C 6.718 -0.646 -7.994
O 5.561 -1.367 -7.585
S 4.203 -1.443 -8.486
C 4.829 -2.618 -9.881
O 3.152 -2.179 -7.723
O 3.884 -0.152 -9.101
H 7.992 0.836 -6.907
H 7.768 -0.668 -6.044
H 6.492 0.489 -6.017
H 6.475 0.132 -8.719
H 7.553 -1.181 -8.448
H 5.552 -2.103 -10.513
H 4.033 -3.172 -10.378
H 5.413 -3.302 -9.266
C -7.618 8.333 7.816
C -6.181 8.803 7.627
O -5.469 8.033 6.672
S -6.118 7.661 5.149
C -4.651 8.138 4.238
O -6.365 6.231 5.150
O -7.075 8.696 4.772
H -7.619 7.294 8.144
H -8.240 8.569 6.952
H -8.152 8.839 8.621
H -6.263 9.846 7.321
H -5.611 8.808 8.556
H -4.878 7.545 3.352
H -3.784 7.681 4.715
H -4.603 9.194 3.969
C 4.681 -11.674 -0.378
C 3.574 -10.749 0.072
O 2.353 -11.129 -0.644
S 1.048 -11.807 0.265
C -0.001 -10.311 0.418
O 0.246 -12.730 -0.556
O 1.524 -12.181 1.623
H 5.605 -11.225 -0.013
H 4.615 -11.711 -1.465
H 4.635 -12.691 0.012
H 3.487 -10.781 1.158
H 3.752 -9.700 -0.162
H 0.636 -9.474 0.702
H -0.720 -10.596 1.186
H -0.528 -10.273 -0.535
C 1.071 5.555 9.805
C 2.256 6.108 10.541
O 1.867 6.858 11.691
S 2.952 8.020 12.216
C 4.130 6.978 13.221
O 3.536 8.695 11.021
O 2.209 8.792 13.247
H 0.486 6.240 9.191
H 0.268 5.318 10.502
H 1.160 4.738 9.088
H 2.828 5.283 10.965
H 2.835 6.725 9.854
H 3.644 6.592 14.118
H 5.053 7.495 13.486
H 4.259 6.100 12.590
C -1.121 -0.132 1.163
C -0.264 -0.665 0.069
O 0.780 -1.496 0.710
S 1.106 -2.937 -0.006
C 2.172 -2.321 -1.326
O 1.809 -3.787 1.003
O -0.078 -3.447 -0.600
H -0.538 0.328 1.960
H -1.861 -0.845 1.525
H -1.714 0.669 0.722
H -0.859 -1.134 -0.715
H 0.299 0.066 -0.511
H 2.651 -3.133 -1.873
H 2.998 -1.851 -0.791
H 1.574 -1.674 -1.967
C 3.603 -13.980 -6.178
C 2.922 -12.623 -6.618
O 3.595 -11.465 -5.990
S 3.132 -10.005 -6.623
C 1.672 -9.652 -5.612
O 4.113 -8.980 -6.352
O 2.804 -10.137 -8.047
H 3.271 -14.296 -5.189
H 4.680 -14.045 -6.023
H 3.376 -14.683 -6.979
H 2.945 -12.596 -7.708
H 1.849 -12.678 -6.435
H 1.186 -8.829 -6.137
H 2.052 -9.407 -4.621
H 1.156 -10.611 -5.650
C -10.704 2.158 0.235
C -11.064 3.570 -0.088
O -12.347 3.567 -0.590
S -12.867 4.816 -1.593
C -11.897 4.391 -3.133
O -14.255 4.677 -1.946
O -12.424 6.107 -1.069
H -11.578 1.707 0.705
H -9.751 1.954 0.723
H -10.722 1.651 -0.729
H -11.144 4.211 0.790
H -10.337 3.999 -0.777
H -10.811 4.453 -3.061
H -12.115 5.057 -3.968
H -12.176 3.398 -3.486
C -5.194 6.173 -9.477
C -4.832 5.861 -8.000
O -3.498 5.517 -7.815
S -3.138 4.601 -6.547
C -3.620 2.897 -7.231
O -1.678 4.536 -6.370
O -3.986 5.030 -5.403
H -6.089 5.623 -9.766
H -4.414 5.744 -10.105
H -5.384 7.182 -9.843
H -4.953 6.689 -7.302
H -5.518 5.086 -7.658
H -4.700 2.786 -7.325
H -3.325 2.175 -6.469
H -3.121 2.718 -8.183

Summary:
Total energy (a.u.): -6686.732104
Energy relative to the best compared isomer or geometry (same formula, charge and spin) (eV): 7.743
LUMO (eV): 0.2
Gap between HOMO and LUMO (eV): 11.0
Max |F| (eV Å⁻¹): 4.59
SMILES: CCOS(C)(=O)=O.CCOS(C)(=O)=O.CCOS(C)(=O)=O.CCOS(C)(=O)=O.CCOS(C)(=O)=O.CCOS(C)(=O)=O.CCOS(C)(=O)=O.CCOS(C)(=O)=O.CCOS(C)(=O)=O

Record 2
Entry from the Open Molecules 2025 dataset: a molecular structure, C27H72O29S9V at a distorted geometry (ωB97M-V/def2-TZVPD).

Positions of all 138 atoms, in Å:
O 0.806 2.338 0.435
V -0.290 1.250 0.705
O -0.290 0.254 -0.509
O 5.178 0.780 -4.330
S 6.417 1.191 -3.692
O 6.815 0.739 -2.416
O 7.640 0.915 -4.715
C 7.623 1.467 -6.077
C 7.814 0.407 -7.172
C 6.468 3.059 -3.613
H 8.508 2.103 -6.050
H 6.827 2.164 -6.338
H 8.762 -0.127 -7.103
H 7.779 0.883 -8.152
H 6.953 -0.258 -7.099
H 5.958 3.317 -2.685
H 5.868 3.449 -4.435
H 7.501 3.400 -3.684
O -4.596 -2.664 1.916
S -5.970 -3.230 2.042
O -7.161 -2.554 1.643
O -6.046 -4.751 1.208
C -4.977 -5.618 1.299
C -5.361 -6.940 0.881
C -6.230 -3.874 3.766
H -4.680 -5.770 2.337
H -4.053 -5.263 0.843
H -6.113 -7.297 1.583
H -4.580 -7.664 0.649
H -5.981 -6.871 -0.013
H -5.303 -4.296 4.153
H -7.126 -4.489 3.858
H -6.339 -2.937 4.311
O -1.700 -6.088 -5.735
S -3.041 -6.237 -6.259
O -3.867 -7.448 -6.091
O -4.009 -4.934 -5.843
C -3.464 -3.663 -5.708
C -4.615 -2.785 -5.264
C -2.931 -5.890 -8.052
H -3.197 -3.523 -6.755
H -2.686 -3.676 -4.944
H -4.570 -1.698 -5.199
H -4.914 -3.111 -4.268
H -5.535 -2.929 -5.832
H -2.174 -5.107 -8.114
H -3.908 -5.588 -8.429
H -2.587 -6.814 -8.516
O -0.841 4.677 -5.086
S -0.622 5.301 -6.392
O 0.736 5.744 -6.811
O -1.188 4.257 -7.544
C -2.188 3.323 -7.212
C -3.049 3.195 -8.503
C -1.974 6.633 -6.746
H -2.754 3.634 -6.335
H -1.748 2.400 -6.835
H -3.813 2.421 -8.441
H -2.395 2.892 -9.320
H -3.521 4.088 -8.914
H -1.858 7.547 -6.162
H -2.943 6.233 -6.449
H -1.877 6.775 -7.822
O -4.918 6.477 -1.304
S -4.694 5.710 -0.100
O -3.820 4.594 -0.020
O -4.163 6.749 1.067
C -3.096 7.618 0.687
C -2.784 8.499 1.873
C -6.303 5.256 0.564
H -3.351 8.167 -0.219
H -2.227 7.015 0.423
H -3.614 9.198 1.974
H -1.889 9.103 1.729
H -2.656 8.063 2.864
H -6.607 4.322 0.092
H -6.957 6.128 0.535
H -6.202 4.948 1.604
O 4.731 2.811 5.705
S 5.610 3.935 6.087
O 5.967 4.207 7.485
O 7.060 3.741 5.280
C 7.929 2.793 5.780
C 8.934 2.453 4.743
C 5.013 5.495 5.154
H 7.235 1.990 6.026
H 8.435 3.171 6.669
H 9.406 3.316 4.274
H 8.404 1.934 3.944
H 9.697 1.736 5.046
H 4.808 5.229 4.117
H 5.777 6.272 5.141
H 4.269 5.917 5.830
O 2.783 -12.249 -1.208
S 1.834 -11.137 -1.210
O 0.690 -10.994 -0.324
O 2.777 -9.758 -1.173
C 2.064 -8.489 -1.031
C 2.683 -7.250 -1.756
C 1.265 -11.073 -2.908
H 1.985 -8.346 0.047
H 1.025 -8.530 -1.359
H 3.616 -6.918 -1.302
H 1.997 -6.405 -1.807
H 2.850 -7.605 -2.773
H 0.693 -10.144 -2.921
H 0.682 -11.969 -3.119
H 2.095 -11.134 -3.612
O -5.221 3.593 6.047
S -3.911 4.208 6.301
O -2.771 4.003 5.355
O -4.076 5.815 6.543
C -4.966 6.265 7.504
C -5.271 7.768 7.213
C -3.333 3.654 7.968
H -4.616 6.046 8.513
H -5.923 5.756 7.392
H -5.633 8.064 6.229
H -4.330 8.293 7.376
H -5.844 8.139 8.063
H -4.135 3.937 8.651
H -2.420 4.193 8.220
H -3.217 2.571 7.922
O 1.839 -2.411 3.773
S 2.207 -3.628 4.496
O 1.345 -4.805 4.399
O 3.773 -4.142 4.026
C 4.731 -3.099 3.909
C 5.797 -3.298 4.965
C 2.588 -3.325 6.249
H 4.353 -2.080 3.830
H 5.232 -3.375 2.980
H 5.302 -3.065 5.908
H 6.664 -2.654 4.824
H 6.210 -4.307 4.963
H 3.234 -4.092 6.678
H 1.656 -3.245 6.807
H 3.109 -2.372 6.334

Summary:
Total energy (a.u.): -7780.893670
Energy relative to the best compared isomer or geometry (same formula, charge and spin) (eV): 11.192
Charge: +1
LUMO (eV): -7.5
Gap between HOMO and LUMO (eV): 4.6
Max |F| (eV Å⁻¹): 4.29

Values of HOMO, in order: -10.8 -12.1, all in eV.